This record from the Open Molecules 2025 dataset describes C26H21BrEuN4O3S2 as an isolated structure in a non-equilibrium geometry. The level of theory is wB97M-V/def2-TZVPD.

```
! wB97M-V def2-TZVPD RIJCOSX def2/J DEFGRID3
* xyz 0 8
Eu -0.5846 -0.5510 0.7299
Br 6.2446 0.4314 5.0142
C 4.4766 0.1645 4.2649
C 3.3546 0.3034 5.0456
C 2.1426 0.0539 4.4913
C 1.9181 -0.3171 3.1264
O 0.7001 -0.4462 2.6632
C 3.1022 -0.4037 2.3404
C 3.1086 -0.5966 0.8863
N 2.0989 -0.9061 0.2050
C 2.2829 -1.0682 -1.1988
C 3.3254 -1.8104 -1.6484
C 3.6113 -1.7657 -3.0197
C 2.8464 -1.0554 -3.9232
C 1.7322 -0.3050 -3.4851
C 0.9418 0.4803 -4.3070
C -0.0874 1.1642 -3.8027
C -0.3116 1.1777 -2.3696
N 0.4100 0.4242 -1.5417
C 1.4028 -0.3308 -2.0729
C 4.3370 -0.1220 2.9255
H 3.5411 0.6456 6.0464
H 1.2476 0.2264 5.1503
H 4.0536 -0.3670 0.4516
H 3.7999 -2.4900 -0.9370
H 4.4482 -2.3213 -3.4266
H 3.1291 -1.1419 -4.9883
H 1.1171 0.4209 -5.3973
H -0.7506 1.7729 -4.4256
H -1.0858 1.8614 -1.9665
H 5.2251 -0.0765 2.3339
C -4.0747 -1.8427 2.5548
C -4.0657 -0.8400 1.4201
N -3.2253 0.1296 1.3823
C -3.5300 1.0112 0.3787
C -4.6848 0.8149 -0.2427
S -5.3800 -0.7016 0.3187
C -2.6423 2.1665 0.2077
C -2.9585 3.4159 -0.0705
S -1.5475 4.3705 0.0777
C -0.5701 3.0019 0.3317
N -1.2749 1.9334 0.4150
C 0.9026 3.2432 0.6060
H -3.2287 -2.5484 2.5155
H -5.1053 -2.3666 2.5479
H -3.9469 -1.2544 3.4683
H -5.1773 1.3960 -1.0129
H -3.9365 3.8846 -0.1889
H 1.4449 2.4267 0.9310
H 0.9809 3.9785 1.4406
H 1.4145 3.6787 -0.2844
C -3.3427 -3.0718 -2.5427
O -2.9311 -3.3469 -1.1932
C -2.3528 -2.3338 -0.4971
O -2.2269 -1.2040 -0.9893
H -3.3189 -3.9671 -3.1896
H -2.6514 -2.3742 -2.9606
H -4.3486 -2.6517 -2.5890
*
```

- Frontier orbital gap (spin up / spin down): 0.215 / 0.241 Ha
- E_LUMO (spin up / spin down): -0.33 / -0.32 eV
- E_tot: -150448.4381 eV
- Molecular weight: 733.481 g mol⁻¹
- Largest force on an atom: 0.0547 Eh/bohr